DFT (ωB97M-V with the def2-TZVPD basis set) results for a structure of composition C29H40CoN4OP2S.

HOMO (spin up / spin down) ... -0.39019 / -0.40433 Ha
⟨S²⟩ ... 6.03
Charge ... +1
Orbital gap (spin up / spin down) ... 7.446 / 7.482 eV
2S+1 ... 5
Energy ... -105765.690 eV

CARTESIAN COORDINATES (ANGSTROEM)
Co1 0.0221 -0.1713 -0.0063
C1 0.8673 -0.9358 3.4467
P1 -0.0831 0.1297 2.3209
C2 0.9225 1.6988 2.3572
N1 1.6036 1.9608 3.4481
C3 2.3828 3.0715 3.4757
C4 3.1355 3.3709 4.6371
C5 3.9209 4.4840 4.6590
C6 3.9957 5.3448 3.5318
C7 3.2789 5.0793 2.4038
C8 2.4528 3.9286 2.3580
N2 1.7481 3.6526 1.2325
C9 1.0111 2.5690 1.2062
P2 0.0797 2.1595 -0.3534
C10 -1.1732 3.4796 -0.3614
C11 1.1344 2.5155 -1.8553
C12 2.1268 1.3578 -2.0045
C13 0.1417 2.4846 -3.0290
C14 1.8958 3.8414 -1.8523
C15 -1.6662 0.4912 3.2207
C16 -1.4372 0.9329 4.6678
C17 -2.4814 -0.8081 3.1760
C18 -2.4050 1.5858 2.4457
H1 1.0167 -0.4408 4.4031
H2 1.8387 -1.1488 2.9983
H3 0.3357 -1.8771 3.5825
H4 3.0635 2.7039 5.4873
H5 4.4951 4.7222 5.5463
H6 4.6309 6.2218 3.5756
H7 3.3163 5.7231 1.5321
H8 -0.6607 4.4359 -0.4572
H9 -1.7413 3.4689 0.5652
H10 -1.8625 3.3365 -1.1916
H11 1.6183 0.3970 -2.1142
H12 2.8110 1.2871 -1.1556
H13 2.7231 1.5114 -2.9087
H14 -0.5038 1.6001 -3.0025
H15 0.7086 2.4509 -3.9629
H16 -0.4886 3.3755 -3.0575
H17 2.6755 3.8626 -1.0933
H18 1.2419 4.7013 -1.6889
H19 2.3644 3.9634 -2.8351
H20 -1.1173 0.1008 5.2991
H21 -2.3807 1.3108 5.0751
H22 -0.6961 1.7292 4.7486
H23 -1.9948 -1.6149 3.7294
H24 -2.6493 -1.1411 2.1475
H25 -3.4576 -0.6350 3.6376
H26 -1.9134 2.5545 2.5785
H27 -3.4242 1.6779 2.8310
H28 -2.4725 1.3546 1.3787
C19 5.6156 -3.4542 1.2731
N3 4.3548 -3.1298 0.6117
N4 3.8300 -1.8542 0.6398
C20 2.5102 -1.9129 0.2989
O1 1.8603 -0.8441 0.1476
C21 2.1813 -3.2788 0.1493
C22 3.3406 -3.9846 0.3592
C23 3.5705 -5.4560 0.3711
C24 4.6146 -0.6619 0.6630
C25 4.2571 0.3368 1.5566
C26 4.9554 1.5345 1.5512
C27 6.0169 1.7190 0.6736
C28 6.3730 0.7060 -0.2083
C29 5.6616 -0.4855 -0.2274
H29 6.1958 -2.5480 1.4022
H30 6.1831 -4.1425 0.6534
H31 5.4426 -3.9025 2.2504
H32 1.2098 -3.6596 -0.1331
H33 2.6759 -5.9698 0.0274
H34 3.8035 -5.8094 1.3783
H35 4.4020 -5.7300 -0.2810
H36 3.4311 0.1759 2.2416
H37 4.6763 2.3198 2.2447
H38 6.5696 2.6505 0.6789
H39 7.1965 0.8482 -0.8968
H40 5.9096 -1.2670 -0.9379
S1 -1.6031 -1.2898 -0.7271

DFT (ωB97M-V with the def2-TZVPD basis set) results for a structure of composition C29H40N3O13PS2W at a distorted geometry.

HOMO ... -0.01798 Ha
Charge ... -2
Orbital gap ... 4.622 eV
Energy ... -94601.730 eV

CARTESIAN COORDINATES (ANGSTROEM)
W1 -1.3000 -0.0334 0.0851
C1 -5.2657 1.0662 1.0889
C2 -3.9667 0.4176 1.4717
O1 -2.9621 0.7070 0.7717
C3 -3.8234 -0.4083 2.5652
C4 -2.5928 -1.0214 2.9036
C5 -2.4696 -1.7575 4.2044
N1 -1.5703 -1.0018 2.0890
N2 -0.4488 -1.6961 2.5304
C6 0.3065 -1.9288 1.5182
O2 -0.0905 -1.6612 0.3304
C7 1.6493 -2.5247 1.7592
C8 2.6315 -2.4294 0.7864
C9 3.9028 -2.9458 1.0172
C10 4.1972 -3.5723 2.2178
C11 3.2107 -3.6709 3.1929
C12 1.9462 -3.1481 2.9646
H1 -5.1892 1.4742 0.0794
H2 -5.5253 1.8837 1.7677
H3 -6.0617 0.3198 1.1301
H4 -4.6794 -0.5724 3.2095
H5 -3.4159 -1.7139 4.7465
H6 -1.6793 -1.3233 4.8195
H7 -2.1916 -2.7994 4.0354
H8 2.3900 -1.9199 -0.1388
H9 4.6666 -2.8478 0.2540
H10 5.1882 -3.9707 2.4004
H11 3.4291 -4.1575 4.1365
H12 1.1681 -3.2168 3.7148
N3 -2.7130 -3.8131 -1.0462
C13 -2.5901 -2.4503 -1.1088
O3 -2.7156 -1.7907 -0.0955
C14 -2.1363 -1.8048 -2.3750
C15 -1.6274 -0.3992 -2.0529
H13 -2.6830 -4.1388 -0.0902
H14 -2.0700 -4.3009 -1.6480
H15 -2.9672 -1.7812 -3.0871
H16 -1.3716 -2.4558 -2.8098
H17 -2.4290 0.3155 -2.2686
H18 -0.8189 -0.1321 -2.7337
O4 0.1801 3.6511 0.5585
S1 -0.8590 2.6684 0.6109
O5 -1.2354 2.0151 -0.6722
O6 -0.5697 1.5316 1.5377
C16 -2.2591 3.5426 1.3208
C17 -1.9886 3.8241 2.6559
C18 -2.9165 4.4618 3.4604
C19 -4.1319 4.8289 2.9154
C20 -4.3916 4.5802 1.5809
C21 -3.4742 3.9297 0.7460
S2 -3.9595 3.9164 -1.0371
O7 -2.8649 4.6677 -1.6204
O8 -5.2418 4.6157 -1.0080
O9 -4.0711 2.5359 -1.4483
H19 -1.0334 3.5128 3.0624
H20 -2.6871 4.6689 4.4997
H21 -4.8805 5.3197 3.5296
H22 -5.3177 4.8988 1.1232
C22 1.8008 -1.2052 -4.5087
C23 2.1336 -1.8663 -3.1739
C24 3.6506 -1.9608 -2.9972
C25 1.5375 -3.2715 -3.1010
O10 1.5164 -1.1754 -2.0844
P1 1.6178 0.3850 -1.6775
O11 1.4062 1.2840 -2.8288
O12 0.7990 0.5321 -0.4107
O13 3.1721 0.3600 -1.2245
C26 3.9496 1.5214 -0.8687
C27 5.1612 0.9488 -0.1510
C28 4.3657 2.2476 -2.1434
C29 3.1745 2.4518 0.0510
H23 2.2935 -1.7505 -5.3204
H24 2.1201 -0.1628 -4.5124
H25 0.7200 -1.2123 -4.6751
H26 4.0693 -2.5587 -3.8115
H27 3.8940 -2.4381 -2.0429
H28 4.1068 -0.9713 -3.0041
H29 2.1834 -3.9910 -3.6125
H30 0.5520 -3.3025 -3.5712
H31 1.4361 -3.5609 -2.0518
H32 5.7700 0.3544 -0.8388
H33 4.8293 0.3015 0.6636
H34 5.7749 1.7544 0.2609
H35 4.9223 1.5680 -2.7957
H36 4.9993 3.1055 -1.8992
H37 3.4784 2.5871 -2.6803
H38 2.8870 1.9347 0.9695
H39 2.2545 2.8080 -0.4123
H40 3.7943 3.3175 0.3014

DFT (ωB97M-V with the def2-TZVPD basis set) results for a structure of composition C29H40N5O9P2SSiTa.

HOMO ... -0.50508 Ha
Charge ... +2
Orbital gap ... 7.523 eV
Energy ... -95440.952 eV

CARTESIAN COORDINATES (ANGSTROEM)
Ta1 0.7043 -0.3923 -0.2732
O1 3.8591 -2.3532 0.9242
P1 3.3370 -2.3309 -0.5690
O2 4.3230 -2.5242 -1.6112
O3 2.5161 -0.9730 -0.5708
O4 2.1404 -3.4162 -0.6398
P2 0.9044 -3.5414 0.4066
O5 1.4645 -4.3077 1.6565
O6 -0.2472 -4.1597 -0.2560
O7 0.7257 -2.0797 0.8931
H1 4.6740 -2.8617 1.0396
H2 1.2349 -5.2468 1.6785
C1 -2.0492 3.1001 0.5437
Si1 -0.1834 2.8922 0.6320
C2 0.8112 4.3904 0.1492
C3 0.1945 2.6492 2.4475
N1 0.2730 1.5634 -0.5342
C4 -0.0218 1.9131 -1.8984
C5 -0.7654 3.0141 -2.3389
C6 -0.9540 3.2584 -3.6899
C7 -0.4175 2.4209 -4.6551
C8 0.3115 1.3126 -4.2580
C9 0.4718 1.0929 -2.9052
O8 1.1515 -0.0290 -2.4077
C10 2.2077 -0.5504 -3.2308
C11 2.0357 -1.7918 -3.7997
C12 3.0522 -2.2873 -4.6061
C13 4.1950 -1.5342 -4.8211
C14 4.3359 -0.2848 -4.2305
C15 3.3323 0.2229 -3.4211
H3 -2.4684 2.9853 1.5448
H4 -2.5291 2.3788 -0.1200
H5 -2.3293 4.0981 0.2003
H6 0.4519 5.2516 0.7187
H7 0.7860 4.6545 -0.9060
H8 1.8569 4.2390 0.4299
H9 -0.2730 3.5233 2.9145
H10 1.2531 2.7009 2.6968
H11 -0.2407 1.7681 2.9148
H12 -1.1993 3.7089 -1.6393
H13 -1.5239 4.1281 -3.9874
H14 -0.5592 2.6284 -5.7062
H15 0.7618 0.6389 -4.9749
H16 1.1438 -2.3739 -3.6063
H17 2.9497 -3.2650 -5.0558
H18 4.9862 -1.9250 -5.4454
H19 5.2329 0.2959 -4.3958
H20 3.4174 1.1968 -2.9559
C16 -2.0610 -1.3790 -3.5077
S1 -1.2912 -2.3887 -2.2624
C17 -2.7354 -3.0377 -1.4612
O9 -0.7892 -1.3091 -1.2457
H21 -2.7570 -0.6828 -3.0424
H22 -2.5769 -2.0567 -4.1896
H23 -1.2795 -0.8441 -4.0427
H24 -3.2131 -3.7130 -2.1724
H25 -3.3946 -2.2124 -1.1976
H26 -2.3786 -3.5955 -0.5999
N2 -0.9351 -0.1567 1.2177
C18 -1.8156 -0.2500 1.9687
N3 -2.7861 -0.3506 2.8085
C19 -3.7609 0.7573 3.0088
C20 -5.0116 0.1946 3.6739
C21 -5.3883 -1.1395 3.0367
C22 -4.3211 -2.2127 3.3217
C23 -2.9593 -1.5838 3.6142
H27 -4.0044 1.1622 2.0262
H28 -3.2967 1.5416 3.6088
H29 -5.8102 0.9264 3.5576
H30 -4.8527 0.0743 4.7474
H31 -5.4930 -0.9941 1.9579
H32 -6.3592 -1.4716 3.3988
H33 -4.2413 -2.8988 2.4779
H34 -4.6000 -2.8115 4.1894
H35 -2.1366 -2.2581 3.3820
H36 -2.8681 -1.2968 4.6619
N4 5.3703 1.7136 5.3506
C24 4.6254 1.4225 4.5278
C25 3.6902 1.0618 3.4979
C26 3.8194 1.5843 2.2139
C27 2.8964 1.2141 1.2622
N5 1.8814 0.3750 1.5246
C28 1.7721 -0.1386 2.7539
C29 2.6479 0.1852 3.7699
H37 4.6230 2.2616 1.9639
H38 2.9636 1.5949 0.2517
H39 0.9664 -0.8387 2.9142
H40 2.5267 -0.2473 4.7522

DFT (ωB97M-V with the def2-TZVPD basis set) results for a structure of composition C29H40N6OOsS2Si2 at a distorted geometry.

HOMO (spin up / spin down) ... -0.49507 / -0.49540 Ha
Charge ... +2
Orbital gap (spin up / spin down) ... 6.748 / 6.184 eV
Energy ... -81592.195 eV

CARTESIAN COORDINATES (ANGSTROEM)
Os1 0.1369 0.4899 0.0661
C1 2.7878 1.6774 3.3319
C2 1.9004 1.5576 2.1377
N1 1.3768 0.4610 1.7369
N2 1.5981 -0.7416 2.3900
C3 0.9081 -1.8081 1.9430
N3 1.1318 -2.9690 2.5183
S1 -0.2552 -1.7189 0.6340
C4 1.5065 2.6886 1.2626
C5 2.0693 3.9180 1.3841
C6 1.7853 4.9639 0.4441
C7 0.8258 4.7584 -0.4625
C8 -0.0030 3.5212 -0.4539
N4 0.6065 2.3848 0.2518
H1 2.3451 1.1762 4.1953
H2 2.9423 2.7102 3.6247
H3 3.7676 1.2366 3.1297
H4 2.2135 -0.7784 3.1900
H5 1.7233 -3.0847 3.3279
H6 0.5888 -3.7681 2.2247
H7 2.7959 4.0929 2.1653
H8 2.3466 5.8869 0.4758
H9 0.5724 5.5141 -1.1967
H10 -0.1824 3.1989 -1.4817
C9 3.4973 0.4243 -0.9093
Si1 1.8379 0.0117 -1.6179
C10 1.7958 -1.7254 -2.2157
C11 1.3522 1.0924 -3.0469
C12 2.2780 1.6325 -3.9416
C13 1.8500 2.3710 -5.0387
C14 0.4934 2.5700 -5.2629
C15 -0.4388 2.0260 -4.3901
C16 -0.0271 1.2835 -3.2750
Si2 -1.1452 0.7529 -1.9042
C17 -2.8478 1.3578 -2.2742
C18 -1.3611 3.8422 0.2002
H11 4.2725 0.3298 -1.6769
H12 3.7559 -0.2719 -0.1061
H13 3.5361 1.4467 -0.5242
H14 2.5746 -1.8281 -2.9798
H15 0.8356 -1.9203 -2.6885
H16 1.9854 -2.4678 -1.4369
H17 3.3428 1.4848 -3.7931
H18 2.5767 2.7933 -5.7217
H19 0.1657 3.1514 -6.1152
H20 -1.4938 2.1895 -4.5805
H21 -2.8977 2.4468 -2.1566
H22 -3.5984 0.9102 -1.6248
H23 -3.0879 1.1112 -3.3088
H24 -1.8544 4.6489 -0.3420
H25 -1.2174 4.1529 1.2356
H26 -1.9975 2.9553 0.1746
C19 -5.7973 -4.5657 -3.2461
C20 -5.3972 -3.0945 -3.2391
C21 -4.2651 -2.7861 -4.2067
N5 -3.0158 -3.4734 -3.8488
C22 -2.1246 -3.0474 -2.9914
S2 -2.3524 -1.6454 -2.0287
N6 -0.9947 -3.7928 -2.7696
C23 -0.4216 -4.9375 -3.3778
O1 0.3123 -5.6034 -2.6943
C24 -0.6871 -5.2209 -4.8135
C25 -0.9452 -6.5347 -5.1875
C26 -1.1519 -6.8370 -6.5258
C27 -1.0690 -5.8352 -7.4829
C28 -0.7833 -4.5258 -7.1097
C29 -0.6005 -4.2135 -5.7727
H27 -6.5891 -4.7599 -2.5242
H28 -4.9572 -5.2140 -2.9830
H29 -6.1639 -4.8720 -4.2281
H30 -5.1026 -2.7802 -2.2350
H31 -6.2456 -2.4718 -3.5308
H32 -4.0588 -1.7195 -4.2601
H33 -4.5209 -3.1356 -5.2083
H34 -2.8338 -4.3541 -4.3109
H35 -0.5438 -3.5719 -1.8941
H36 -0.9783 -7.3094 -4.4319
H37 -1.3642 -7.8556 -6.8213
H38 -1.2170 -6.0760 -8.5275
H39 -0.6986 -3.7533 -7.8624
H40 -0.3742 -3.1954 -5.4753

DFT (ωB97M-V with the def2-TZVPD basis set) results for a structure of composition C29H41AsBrClNO4P2Si2Y at a distorted geometry.

HOMO ... -0.27768 Ha
Charge ... 0
Orbital gap ... 7.686 eV
Energy ... -219205.525 eV

CARTESIAN COORDINATES (ANGSTROEM)
Y1 0.5653 -1.1064 0.2696
Cl1 2.0280 3.4291 5.6019
C1 1.4536 2.1111 4.6079
C2 1.3198 0.8465 5.1520
C3 0.8610 -0.1912 4.3540
C4 0.5241 0.0219 3.0185
O1 0.0497 -0.9698 2.2581
C5 0.6773 1.3126 2.4694
C6 0.4189 1.5394 0.9951
O2 1.3104 0.8309 0.1858
C7 1.1438 2.3396 3.2786
H1 1.5743 0.6753 6.1897
H2 0.7455 -1.1882 4.7611
H3 0.4793 2.6104 0.7904
H4 1.2676 3.3353 2.8674
Br1 -3.4258 -1.7398 -1.1657
C8 -2.5448 -3.1498 -0.2447
C9 -3.3489 -4.1960 0.1729
C10 -2.7258 -5.3096 0.7072
C11 -1.3457 -5.3425 0.7602
C12 -0.6329 -4.2294 0.3564
N1 -1.2261 -3.1099 -0.1173
C13 0.8880 -4.2709 0.4051
O3 1.4268 -5.3588 0.3278
O4 1.4454 -3.1201 0.5118
H5 -4.4203 -4.1364 0.0547
H6 -3.3148 -6.1534 1.0443
H7 -0.7895 -6.2035 1.1010
C14 1.5700 -2.2998 -3.9603
P1 1.0255 -1.1407 -2.6526
C15 -0.4351 -0.4117 -3.4666
C16 2.3350 0.1484 -2.7731
C17 2.2985 1.1384 -3.7472
C18 3.2779 2.1209 -3.8064
C19 4.3131 2.1067 -2.8877
C20 4.3694 1.1125 -1.9187
C21 3.3935 0.1258 -1.8436
P2 3.3420 -1.1284 -0.4926
C22 4.7363 -0.6695 0.5864
C23 3.9889 -2.6395 -1.2980
H8 1.6192 -1.7656 -4.9110
H9 0.8718 -3.1338 -4.0467
H10 2.5556 -2.6979 -3.7322
H11 -0.2201 -0.0469 -4.4721
H12 -0.8396 0.3940 -2.8600
H13 -1.1984 -1.1894 -3.5331
H14 1.4911 1.1654 -4.4684
H15 3.2244 2.8950 -4.5614
H16 5.0785 2.8718 -2.9183
H17 5.1840 1.1237 -1.2056
H18 4.5551 0.3013 1.0478
H19 5.6865 -0.6518 0.0506
H20 4.7960 -1.4159 1.3788
H21 4.7436 -2.4082 -2.0505
H22 3.1765 -3.2157 -1.7346
H23 4.4270 -3.2751 -0.5267
C24 -2.5900 2.3030 3.3129
Si1 -2.9758 0.9372 2.1342
C25 -4.6403 1.2038 1.3618
C26 -3.0091 -0.6803 3.0136
As1 -1.4010 0.8113 0.3727
Si2 -1.9866 2.5924 -0.9792
C27 -3.4033 2.0941 -2.0637
C28 -0.4855 2.9926 -2.0022
C29 -2.4377 4.0927 0.0023
H24 -3.3938 2.3551 4.0561
H25 -2.5202 3.2728 2.8167
H26 -1.6488 2.1200 3.8359
H27 -5.3800 1.2970 2.1649
H28 -4.9191 0.3479 0.7416
H29 -4.7041 2.1031 0.7480
H30 -3.8436 -0.6697 3.7240
H31 -2.0812 -0.8770 3.5500
H32 -3.1641 -1.5006 2.3066
H33 -3.0991 1.2961 -2.7469
H34 -3.7320 2.9503 -2.6636
H35 -4.2616 1.7403 -1.4875
H36 -0.5492 2.5295 -2.9895
H37 0.4445 2.6477 -1.5409
H38 -0.4208 4.0761 -2.1404
H39 -3.2991 3.9553 0.6561
H40 -2.6724 4.8920 -0.7099
H41 -1.5965 4.4266 0.6164

DFT (ωB97M-V with the def2-TZVPD basis set) results for a structure of composition C29H41BiCl5P2 at a distorted geometry.

HOMO (spin up / spin down) ... -0.32335 / -0.31994 Ha
Charge ... +1
Orbital gap (spin up / spin down) ... 4.916 / 5.198 eV
Energy ... -117757.371 eV

CARTESIAN COORDINATES (ANGSTROEM)
Bi1 -2.8206 -0.6738 -0.5262
C1 2.8950 2.1923 2.1697
C2 2.9770 2.5024 0.7791
C3 0.9780 3.3189 1.5861
C4 1.6526 2.6846 2.6644
C5 1.7717 3.1642 0.4144
C6 3.9329 1.4799 2.9416
H1 4.1584 0.5000 2.4958
H2 3.5983 1.3153 3.9710
H3 4.8685 2.0572 2.9805
C7 1.1627 2.5926 4.0573
H4 1.5735 1.7072 4.5613
H5 0.0658 2.5227 4.0752
H6 1.4487 3.4811 4.6460
C8 -0.3218 4.0194 1.6462
H7 -0.6097 4.2352 2.6825
H8 -1.1215 3.4048 1.2034
H9 -0.2880 4.9676 1.0874
C9 1.3968 3.6223 -0.9422
H10 1.5132 4.7116 -1.0529
H11 0.3456 3.3840 -1.1682
H12 2.0262 3.1425 -1.7029
C10 4.1016 2.1732 -0.1198
H13 4.2947 2.9957 -0.8266
H14 3.8900 1.2695 -0.7182
H15 5.0165 1.9851 0.4590
C11 2.6072 -1.1950 1.1031
C12 3.8541 -1.4849 0.7042
C13 4.2774 -2.2527 -0.5099
C14 3.3075 -2.2650 -1.7219
C15 2.9338 -0.9203 -2.2596
C16 2.0229 -0.0483 -1.8069
C17 1.0838 -0.1824 -0.6514
C18 1.3402 -1.3503 0.3210
H16 4.4673 -3.3036 -0.2289
H17 2.4502 -2.9107 -1.5065
H18 5.2455 -1.8562 -0.8513
H19 1.2656 -2.3179 -0.1987
H20 2.4607 -0.8194 2.1223
H21 4.6729 -1.2698 1.3919
H22 0.5210 -1.3344 1.0597
H23 1.1232 0.7579 -0.0758
H24 1.9069 0.8945 -2.3555
H25 0.0380 -0.2275 -1.0161
H26 3.8496 -2.7711 -2.5386
H27 3.4907 -0.6215 -3.1578
P1 -2.1268 -2.9244 -1.5664
C19 -2.3755 -4.6028 -0.9359
C20 -0.4688 -2.9569 -2.3610
P2 -3.5944 -0.7975 -2.9634
C21 -3.2155 -2.6193 -3.0465
C22 -2.1559 -0.0385 -3.8305
C23 -5.0228 -0.3497 -3.9740
H28 -3.3296 -4.7031 -0.4018
H29 -1.5641 -4.8415 -0.2345
H30 -2.3424 -5.3260 -1.7634
H31 -0.5505 -3.3363 -3.3919
H32 0.1853 -3.6425 -1.7959
H33 0.0278 -1.9720 -2.3896
H34 -5.2117 -1.1037 -4.7469
H35 -4.8280 0.6135 -4.4654
H36 -5.9146 -0.2575 -3.3404
H37 -4.1344 -3.2246 -2.9648
H38 -2.6953 -2.9023 -3.9783
H39 -2.5305 0.8547 -4.3539
H40 -1.7115 -0.7264 -4.5638
H41 -1.3737 0.2836 -3.1252
Cl1 -3.3109 2.2686 0.8846
C24 -3.7586 1.0347 2.0308
C25 -3.8831 -0.2825 1.5917
C26 -4.3577 -1.2586 2.4610
Cl2 -4.4563 -2.8990 1.9080
C27 -4.7224 -0.9164 3.7915
Cl3 -5.4459 -2.0859 4.8100
C28 -4.4699 0.3917 4.2691
Cl4 -4.7560 0.7980 5.9011
C29 -3.9334 1.3636 3.3873
Cl5 -3.3973 2.8819 3.9710